1.
Density functional theory data (ωB97M-V/def2-TZVPD) for a molecular structure, C9H25O4V.

XYZ file:
```
39
Properties=species:S:1:pos:R:3:forces:R:3
H 1.425 3.913 0.439 0.099 0.180 -0.246
H -1.230 3.612 -2.422 0.297 -0.383 0.392
C 1.435 -3.129 -0.362 -1.563 0.271 1.646
H -2.633 1.507 3.612 -0.316 0.323 -0.097
H -1.023 -0.248 2.909 0.346 0.449 -0.422
H -1.438 -1.534 0.853 -0.465 -0.354 0.342
H 0.548 2.478 0.018 0.427 -0.145 -0.339
H 1.146 1.742 -1.863 0.220 0.965 -0.544
V 3.346 -0.779 -1.263 -3.873 0.620 0.100
H 1.174 -2.174 0.098 0.069 0.089 -0.227
H 2.029 -5.078 0.354 0.037 0.014 -0.039
H 1.151 -4.205 1.575 -0.175 0.444 -0.079
H 0.700 0.321 -0.794 -0.109 -0.523 0.264
C -0.403 4.318 -2.360 0.695 0.922 -0.755
H -3.366 1.441 1.947 -0.024 0.476 0.092
O 2.577 -2.840 -1.227 0.020 0.122 -0.089
C 0.666 3.537 -0.248 -0.377 -0.750 1.482
H -1.619 1.943 2.232 -0.378 0.404 -0.278
H -0.803 5.230 -1.913 0.323 0.052 0.127
O 1.052 2.517 -2.458 0.316 -0.587 0.500
H -1.449 0.027 0.257 -0.345 0.715 0.304
H 1.792 4.298 -1.973 -0.316 0.624 0.333
H -2.225 -1.443 3.799 -0.401 -0.275 0.216
C -1.999 -0.119 2.434 -0.098 0.006 0.343
C -1.989 -0.596 0.976 0.417 -0.540 0.260
C -2.468 1.337 2.550 0.867 -1.310 0.282
H -0.306 3.883 0.113 0.134 0.615 -0.241
H 0.669 -4.295 -1.946 -0.336 -0.133 -0.072
O 1.592 0.232 -1.131 3.286 -1.609 -0.103
C 0.249 -3.702 -1.125 0.388 -0.160 -0.435
H -3.028 -0.716 0.672 0.078 -0.089 -0.272
C 1.854 -4.075 0.757 1.170 -0.124 -0.751
H 2.640 -3.657 -1.748 0.632 0.447 -0.320
C 0.882 3.755 -1.720 -1.409 -1.122 -1.000
H -0.129 4.537 -3.395 -0.277 0.154 -0.031
H -0.474 -3.000 -1.535 0.317 0.262 -0.062
H -0.307 -4.384 -0.485 0.065 -0.023 0.047
O -2.854 -0.956 3.263 0.367 0.203 -0.800
H 2.818 -3.700 1.111 -0.109 -0.231 0.471
```
Forces are in eV/Å.

The gap between HOMO and LUMO (alpha / beta) is 0.228 / 0.229 Eh. The LUMO energy (alpha / beta) comes out at -5.8 / -5.7 eV. Its spin multiplicity is 4. Its total charge is +1. Its expectation value of S² is 3.7622.

natural (NBO) atomic charge list, values in e, 8 entries: 0.221, 0.216, 0.083, 0.229, 0.145, 0.188, 0.188, 0.477

2.
Density functional theory data (ωB97M-V/def2-TZVPD) for 4 unconnected molecules or ions with the total composition C8H24O4.

XYZ file:
```
36
Properties=species:S:1:pos:R:3:forces:R:3
C 0.523 -1.730 -0.075 -0.448 1.716 -0.649
H -3.568 0.058 1.102 -0.333 -0.303 -0.450
H -7.164 -0.842 1.392 -0.826 0.696 -0.517
H 4.800 -0.387 -2.092 -0.026 -0.325 0.150
O 1.578 -3.846 -0.230 0.984 -0.688 -0.406
C -0.874 3.707 1.572 -0.039 0.605 -1.824
H 3.413 -1.079 -3.951 -0.152 -0.187 -0.230
H 1.305 -4.715 -0.533 0.394 -0.109 0.009
C -4.165 -0.266 1.955 0.659 0.590 0.539
H -0.411 -3.624 -0.429 -0.362 0.242 0.034
H 1.373 -1.223 0.380 0.420 -0.551 -0.109
H -1.881 3.397 1.852 0.262 -1.022 0.312
H 0.197 -3.331 1.202 -0.037 -0.408 0.260
H -3.430 -0.694 2.636 -0.182 -0.846 -0.101
C 4.187 -0.333 -4.130 -0.407 -0.290 0.578
C 0.412 -3.195 0.142 -0.946 0.351 0.752
O 6.338 0.390 -3.222 -0.331 -1.176 0.109
H -0.300 -1.149 0.338 -0.448 -0.434 0.266
H 1.119 4.133 2.201 0.016 -0.049 -0.028
H -5.134 -1.921 0.980 -0.054 0.029 -0.493
H -1.091 4.744 1.314 0.407 0.441 0.247
H 5.545 -1.618 -3.128 0.795 0.291 0.097
H -0.035 4.169 3.520 -0.189 0.064 -0.060
C 0.238 3.637 2.609 -0.180 -0.054 -0.244
H 0.530 2.629 2.905 -0.191 -0.103 -0.218
H 0.470 -1.467 -1.132 0.444 -0.101 -0.162
H -1.090 2.942 -0.349 -0.382 0.212 0.391
H 3.687 0.622 -3.968 0.205 0.197 -0.265
H -5.833 -1.580 2.521 0.616 -0.144 0.537
H 6.050 1.172 -2.746 0.106 0.079 -0.041
H 4.548 -0.436 -5.153 0.099 0.122 0.131
C 5.251 -0.570 -3.067 -0.299 1.284 -0.518
H -4.353 0.668 2.485 -0.809 0.073 -0.079
O -0.403 3.117 0.297 0.286 -0.115 1.421
C -5.410 -1.099 1.639 1.853 -0.081 1.184
O -6.422 -0.277 1.165 -0.905 -0.008 -0.622
```
Forces are in eV/Å.

The gap between HOMO and LUMO is 0.394 Eh. The LUMO energy comes out at 0.6 eV. Its total charge is 0. As for the SMILES: CCO.CCO.CCO.CCO.

natural (NBO) atomic charge list, values in e, 8 entries: -0.633, 0.209, 0.464, 0.161, -0.712, -0.063, 0.205, 0.468

3.
Density functional theory data (ωB97M-V/def2-TZVPD) for C4H9NO in the gas phase.

XYZ file:
```
15
Properties=species:S:1:pos:R:3:forces:R:3
H 1.398 0.628 -0.042 -0.427 -0.590 0.102
C -1.217 -0.885 0.805 -0.213 -0.051 -0.028
O 0.613 0.877 0.751 0.388 0.025 -0.526
N 0.900 -1.727 -1.706 -0.031 -0.086 -0.113
H 1.750 -1.880 -2.222 -0.134 -0.051 0.122
C 0.089 2.193 0.479 -0.224 -0.325 0.133
H -0.027 2.325 -0.599 -0.020 0.014 0.058
C -0.065 -0.367 0.037 0.352 0.561 0.447
H -2.097 -0.233 0.760 0.066 -0.077 0.013
H -0.868 2.284 0.989 -0.019 0.071 -0.085
H -1.504 -1.847 0.370 -0.032 0.065 -0.003
H 0.795 2.914 0.893 -0.068 -0.049 -0.062
H 0.351 -2.557 -1.517 0.109 0.149 -0.091
H -0.981 -1.066 1.860 0.048 0.052 -0.090
C 0.863 -0.658 -0.857 0.205 0.291 0.123
```
Forces are in eV/Å.

The gap between HOMO and LUMO is 0.313 Eh. The LUMO energy comes out at 1.0 eV. Its total charge is 0.

natural (NBO) atomic charge list, values in e, 8 entries: 0.469, -0.666, -0.587, -0.828, 0.381, -0.259, 0.196, 0.039

What did we get for E_tot? Answer: -43606.5948; -16872.9424; -7827.3016 eV, in the order shown.
What did we get for relative energy (zero: lowest compared OMol25 entry of this formula, charge and spin)? Answer: 30.99; 40.74; 115.73 kcal/mol, in the order shown.